{"formula": "C6H10", "method": "ωB97M-V/def2-TZVPD", "symbols": ["C", "C", "C", "C", "C", "C", "H", "H", "H", "H", "H", "H", "H", "H", "H", "H"], "positions_angstrom": [[1.77621, -0.37303, 0.52720], [0.74122, 0.19360, -0.45085], [-0.02696, 1.36028, 0.13244], [-1.29524, 1.05816, 0.39544], [-1.61960, -0.37074, 0.03715], [-0.38676, -0.81231, -0.78593], [2.50584, 0.38510, 0.83581], [2.32835, -1.20490, 0.07361], [1.29226, -0.75528, 1.43360], [1.27257, 0.49147, -1.36436], [0.43969, 2.31826, 0.34623], [-2.01711, 1.73475, 0.84635], [-1.75482, -0.96806, 0.94975], [-2.54574, -0.46387, -0.54077], [-0.62229, -0.74597, -1.85315], [-0.08761, -1.84744, -0.58252]], "forces_ev_per_angstrom": [[0.081, -0.063, 0.111], [0.066, -0.014, -0.002], [-0.095, -0.002, 0.025], [0.153, 0.061, -0.015], [-0.035, -0.060, -0.040], [-0.007, -0.073, -0.045], [-0.129, -0.085, -0.074], [-0.083, 0.142, 0.034], [0.004, 0.086, -0.104], [-0.089, -0.006, 0.115], [-0.049, -0.112, -0.034], [0.126, -0.111, -0.049], [0.022, 0.053, -0.145], [0.093, 0.018, 0.110], [-0.002, -0.022, 0.139], [-0.055, 0.186, -0.025]], "mulliken_charge": [-1.388, 0.352, -0.584, -0.359, -0.585, -0.742, 0.377, 0.351, 0.321, 0.294, 0.392, 0.395, 0.250, 0.330, 0.284, 0.311], "e_tot_ha": -234.598209, "smiles": "C[C@@H]1C=CCC1", "de_lowest_ev": 0.117, "homo_lumo_gap_ev": 10.29}

---

{"formula": "C27H28N4O4SZn", "method": "ωB97M-V/def2-TZVPD", "symbols": ["Zn", "C", "C", "C", "C", "C", "C", "C", "S", "O", "O", "N", "C", "C", "C", "C", "C", "N", "H", "H", "H", "H", "H", "H", "H", "H", "H", "H", "H", "C", "C", "C", "C", "C", "C", "N", "C", "C", "C", "C", "C", "C", "C", "O", "O", "C", "C", "H", "H", "H", "H", "H", "H", "H", "H", "H", "H", "H", "H", "H", "H", "N", "H", "H", "H"], "positions_angstrom": [[-0.37718, 2.49934, 1.58210], [6.80107, -1.92290, 0.10646], [5.44571, -1.38211, 0.46896], [4.34304, -1.61008, -0.34458], [3.09415, -1.09982, -0.01730], [2.95910, -0.35505, 1.14093], [4.04336, -0.11252, 1.97436], [5.27802, -0.62844, 1.63239], [1.38056, 0.31035, 1.51382], [1.47377, 1.78507, 1.25240], [0.40093, -0.31471, 0.65725], [1.21459, 0.01705, 3.04081], [0.15521, 0.48337, 3.73955], [-0.05038, -0.05555, 5.03497], [-1.11833, 0.33741, 5.78649], [-2.01914, 1.28335, 5.27422], [-1.76347, 1.78992, 4.03415], [-0.69934, 1.42912, 3.27888], [6.73121, -2.66376, -0.68846], [7.28088, -2.38817, 0.96801], [7.45595, -1.12057, -0.23904], [4.45678, -2.20016, -1.24568], [2.23072, -1.28147, -0.64423], [3.90612, 0.45866, 2.88253], [6.12834, -0.45126, 2.28019], [0.65589, -0.79569, 5.38114], [-1.27450, -0.08883, 6.76920], [-2.88721, 1.60556, 5.82922], [-2.42782, 2.52192, 3.58885], [-0.61441, -4.55569, -1.42877], [-0.62546, -3.24829, -2.17472], [-0.00064, -3.15144, -3.41086], [0.00753, -1.95235, -4.11129], [-0.59327, -0.83612, -3.56317], [-1.22963, -0.91913, -2.32569], [-1.77198, 0.24184, -1.73274], [-2.62517, 1.13407, -2.33117], [-3.30963, 0.77776, -3.50789], [-4.18746, 1.64750, -4.11707], [-4.42637, 2.91441, -3.58986], [-3.76167, 3.27998, -2.43892], [-2.87264, 2.42199, -1.79114], [-2.19925, 2.94401, -0.56930], [-2.23266, 4.15230, -0.28832], [-1.58704, 2.06548, 0.16095], [-1.26851, -2.12950, -1.62727], [-1.97884, -2.23441, -0.30619], [-0.01169, -5.29482, -1.95513], [-1.62216, -4.96232, -1.31711], [-0.20676, -4.43536, -0.42284], [0.48616, -4.02507, -3.82843], [0.50184, -1.88598, -5.07219], [-0.56726, 0.11764, -4.07512], [-1.42839, 0.50087, -0.81849], [-3.14929, -0.20597, -3.92694], [-4.70129, 1.32865, -5.01596], [-5.11676, 3.59427, -4.06965], [-3.90879, 4.25794, -2.00035], [-2.66457, -1.40132, -0.16566], [-1.26841, -2.21778, 0.52296], [-2.54723, -3.16319, -0.24251], [-0.30787, 4.53935, 1.66361], [-0.55486, 4.99259, 2.53583], [-1.04340, 4.72020, 0.95410], [0.56980, 4.93785, 1.34973]], "forces_ev_per_angstrom": [[0.059, -0.047, -0.022], [-0.004, -0.002, 0.001], [0.017, 0.006, 0.006], [-0.004, -0.003, 0.001], [-0.002, 0.002, -0.012], [0.017, 0.021, 0.018], [-0.025, 0.005, -0.008], [0.001, 0.005, 0.000], [-0.025, 0.040, 0.028], [0.050, -0.035, 0.002], [-0.046, -0.037, -0.006], [-0.014, 0.030, -0.038], [0.066, -0.027, -0.008], [0.009, -0.027, 0.023], [0.031, -0.027, 0.007], [-0.044, 0.028, 0.006], [-0.002, 0.006, -0.005], [-0.056, 0.051, -0.003], [0.002, 0.000, -0.001], [0.000, -0.001, -0.001], [-0.001, 0.001, -0.001], [-0.007, 0.001, -0.002], [-0.005, -0.004, 0.000], [0.008, -0.008, 0.001], [0.004, -0.004, -0.004], [0.004, 0.002, -0.005], [0.000, -0.001, 0.001], [-0.001, 0.004, -0.003], [0.009, 0.001, -0.016], [0.002, 0.001, 0.003], [0.003, -0.018, 0.006], [0.005, 0.013, -0.015], [-0.002, -0.014, 0.011], [-0.008, 0.002, 0.004], [0.029, 0.040, -0.011], [-0.031, -0.015, 0.000], [-0.003, 0.011, 0.015], [-0.006, 0.004, -0.007], [-0.002, 0.008, 0.004], [0.001, -0.015, -0.012], [-0.006, 0.036, 0.003], [0.070, -0.063, -0.016], [0.032, 0.144, 0.035], [-0.036, -0.143, -0.048], [-0.077, 0.024, 0.047], [-0.016, 0.009, 0.006], [0.010, -0.006, 0.002], [-0.001, -0.001, 0.002], [-0.002, 0.001, -0.003], [-0.001, 0.003, 0.000], [0.002, 0.000, 0.000], [-0.001, 0.001, -0.002], [0.003, -0.005, -0.004], [0.014, 0.006, 0.005], [0.000, 0.000, 0.003], [-0.002, 0.001, -0.001], [0.001, 0.002, -0.003], [0.002, -0.004, 0.001], [-0.004, 0.000, -0.004], [0.005, 0.000, 0.002], [0.001, 0.001, 0.000], [-0.035, 0.043, 0.048], [-0.011, -0.016, -0.020], [0.017, 0.002, 0.011], [0.012, -0.031, -0.021]], "mulliken_charge": [0.168, -1.408, 0.948, -0.880, -0.536, -0.254, -0.487, -0.820, 1.876, -0.905, -0.160, -0.611, 0.550, -0.644, -0.215, -0.809, -0.194, -0.124, 0.356, 0.357, 0.305, 0.349, 0.587, 0.461, 0.374, 0.455, 0.392, 0.415, 0.426, -1.572, 1.269, -1.028, -0.846, -0.309, -0.429, 0.073, 0.494, -0.484, -0.630, -0.735, -0.411, 0.312, 0.947, -0.969, -0.796, 0.965, -1.760, 0.403, 0.331, 0.278, 0.368, 0.406, 0.567, 0.214, 0.462, 0.377, 0.398, 0.432, 0.341, 0.258, 0.543, -0.442, 0.290, 0.418, 0.292], "e_tot_ha": -3743.317302, "de_lowest_ev": 0.000, "homo_lumo_gap_ev": 7.09}

---

{"formula": "C2F12N4Na2O16S8", "method": "ωB97M-V/def2-TZVPD", "symbols": ["Na", "Na", "N", "S", "O", "O", "F", "S", "O", "O", "F", "N", "S", "O", "O", "F", "S", "O", "O", "F", "N", "S", "O", "O", "F", "S", "O", "O", "F", "C", "F", "F", "F", "S", "O", "O", "N", "S", "O", "O", "C", "F", "F", "F"], "positions_angstrom": [[-0.79901, 0.70777, -2.47033], [-0.52167, 0.10995, 0.28566], [-1.01342, 2.24828, -0.66148], [0.03313, 3.53568, -0.87964], [-0.03485, 4.89626, -0.36069], [0.63742, 3.40775, -2.20246], [1.21709, 2.93971, -0.02362], [-2.16934, 3.11915, -0.35242], [-2.65637, 4.24009, -1.23131], [-2.32348, 3.33263, 1.04427], [-3.34774, 2.07812, -0.61715], [1.43968, 0.38357, -3.20718], [2.82800, 0.50768, -2.15807], [3.44887, 1.80795, -2.31863], [3.78705, -0.60147, -1.97552], [1.98866, 0.35403, -0.76841], [2.02132, -0.57905, -4.17739], [1.81284, -1.97948, -3.97080], [3.30590, -0.14204, -4.71240], [1.06591, -0.26035, -5.44933], [-1.37195, -1.49500, -1.20717], [-2.95923, -2.01263, -1.38540], [-3.49339, -2.96727, -0.43471], [-3.51114, -2.07831, -2.72216], [-3.70034, -0.63264, -0.91542], [-0.64874, -2.81426, -1.24692], [-0.77862, -3.49609, -2.54558], [-0.56081, -3.51366, 0.00398], [0.92215, -2.26955, -1.41475], [2.58632, -1.58240, 2.61908], [2.46105, -1.75096, 1.31171], [1.90175, -2.57938, 3.23668], [3.79927, -1.68372, 3.10474], [1.82329, 0.14938, 3.09289], [2.06051, 0.44203, 4.49295], [2.47154, 1.18570, 2.19648], [0.14836, -0.12866, 2.58274], [-0.62789, -0.09951, 3.89145], [-0.20616, -1.14397, 4.83656], [-0.71008, 1.24400, 4.43746], [-2.33013, -0.63683, 3.16559], [-3.21614, -0.39889, 4.07441], [-2.60075, 0.13580, 2.20225], [-2.17865, -1.97938, 2.83016]], "forces_ev_per_angstrom": [[0.230, -0.038, -0.671], [0.522, -0.059, 1.082], [4.121, 0.129, -1.913], [7.988, 1.513, -2.435], [-1.537, -2.579, -0.249], [-2.153, -0.082, 0.970], [-0.696, -0.266, 0.628], [-11.413, 4.662, 1.628], [2.542, -2.989, 1.358], [0.574, 0.486, 0.492], [0.283, -0.768, -0.478], [0.700, 2.204, 5.096], [2.608, 0.201, 1.273], [-1.807, -1.556, 0.703], [-2.734, 1.824, -0.812], [-0.035, 0.904, -0.914], [2.524, -3.698, -7.025], [-0.002, 0.645, 0.088], [-1.037, -0.581, 0.797], [-0.417, 0.038, 0.564], [-4.347, 2.750, -0.087], [-5.059, 1.403, -0.160], [1.940, 0.932, -0.920], [1.941, -0.120, 0.883], [1.449, -0.513, 0.173], [7.441, -5.789, -2.440], [-0.762, 0.800, 2.852], [-0.668, 0.400, -0.996], [-2.077, 0.193, 0.699], [-2.281, -0.151, 1.286], [0.727, 0.133, 0.333], [-0.071, 0.740, -0.528], [0.983, 0.486, -0.732], [1.343, 3.180, -2.474], [-0.446, -1.215, -1.112], [-2.017, -3.444, 1.531], [4.693, 0.277, -1.706], [-1.483, -0.706, 4.117], [-1.217, 0.875, -1.003], [-0.958, -0.799, -0.291], [4.226, -1.550, 2.567], [-1.634, -0.992, 1.473], [-0.777, 1.057, -3.763], [-1.206, 2.062, 0.117]], "mulliken_charge": [1.181, 1.550, -0.013, 0.850, -0.532, -0.626, -0.178, 0.744, -0.631, -0.614, -0.271, -0.146, 1.079, -0.598, -0.573, -0.056, 0.841, -0.543, -0.654, -0.338, -0.195, 0.862, -0.563, -0.605, -0.254, 0.889, -0.614, -0.545, -0.244, 0.651, -0.166, -0.242, -0.210, 0.704, -0.549, -0.585, -0.338, 0.827, -0.645, -0.646, 0.650, -0.202, -0.235, -0.214], "e_tot_ha": -6207.635202, "total_charge": -2, "de_lowest_ev": 0.000, "homo_lumo_gap_ev": 8.56}

---

{"formula": "C5H9N4", "method": "ωB97M-V/def2-TZVPD", "symbols": ["C", "C", "C", "C", "C", "N", "N", "N", "N", "H", "H", "H", "H", "H", "H", "H", "H", "H"], "positions_angstrom": [[0.73000, -1.41538, -2.91860], [0.31879, -1.62305, -1.63723], [0.69330, 0.53137, -2.00863], [-0.27329, 0.01506, 0.68729], [-0.38439, 1.60959, 2.48616], [0.95383, -0.08331, -3.11704], [0.31655, -0.37488, -1.08432], [-0.85305, -1.00824, 1.22810], [-0.03968, 1.19667, 1.13172], [0.88866, -2.11338, -3.71383], [0.06155, -2.51196, -1.10556], [0.76391, 1.58474, -1.84911], [-0.20964, 2.67642, 2.58545], [0.23424, 1.08329, 3.21447], [-1.43479, 1.40630, 2.69104], [-0.94363, -1.87436, 0.71380], [-1.26402, -0.96148, 2.15492], [0.44165, 1.86262, 0.54138]], "forces_ev_per_angstrom": [[-0.085, 0.136, 0.275], [-0.062, -0.456, -0.184], [0.063, 0.198, -0.162], [1.773, -1.415, -5.579], [-0.139, 0.039, 0.619], [0.258, 0.315, -0.692], [-1.761, 1.316, 5.663], [-0.185, -0.033, 0.389], [0.133, 0.171, -0.174], [-0.004, -0.284, -0.066], [-0.027, -0.301, 0.164], [-0.010, 0.379, 0.123], [-0.021, -0.030, -0.064], [0.030, 0.019, -0.057], [-0.040, 0.069, -0.056], [-0.020, 0.127, -0.001], [0.095, -0.041, -0.089], [0.002, -0.207, -0.109]], "mulliken_charge": [-0.522, -0.157, 0.065, 0.795, -1.000, -0.532, 0.018, -0.287, -0.109, 0.406, 0.295, 0.288, 0.334, 0.374, 0.358, 0.172, 0.250, 0.253], "e_tot_ha": -414.625350, "total_charge": 1, "de_lowest_ev": 2.951, "homo_lumo_gap_ev": 8.35}